Density functional theory data (ωB97M-V with the def2-TZVPD basis set) for a molecular structure, C40H41Cl2N4O3V.

The geometry in XYZ format:
```
91
Properties=species:S:1:pos:R:3
V -0.30906 0.25663 0.01006
C -0.38305 -4.22782 0.90016
C -0.22538 -3.36545 -0.36280
C 0.70745 -4.08577 -1.33996
C -1.57904 -3.04755 -0.97769
C -2.14539 -3.95344 -1.85774
C -3.39546 -3.72298 -2.40430
C -4.08667 -2.58535 -2.05427
C -3.57526 -1.63880 -1.16263
C -4.52933 -0.46950 -0.91950
C -4.48557 0.46858 -2.13377
C -4.42506 0.31278 0.38827
C -2.29669 -1.87418 -0.62940
N -1.68218 -1.03481 0.36896
C -2.07949 -1.26561 1.65953
O -2.99982 -1.95196 2.03556
C -1.11515 -0.61262 2.60816
C -1.06656 -0.78500 3.97562
C 0.02398 -0.25799 4.66187
C 1.03693 0.39619 3.96602
C 0.90968 0.51433 2.59786
N -0.14974 0.03032 1.95554
C 1.93765 1.01752 1.62712
O 2.96870 1.54173 1.97370
N 1.53456 0.72298 0.34840
C 2.50361 0.97176 -0.69258
C 2.61868 2.24709 -1.26790
C 3.54855 2.43194 -2.28669
C 4.36452 1.40024 -2.70504
C 4.27438 0.15773 -2.10225
C 3.35083 -0.08551 -1.09456
C 3.33048 -1.44446 -0.41221
C 3.65130 -2.58854 -1.37829
C 4.34769 -1.47154 0.74094
C 1.84354 3.44636 -0.75487
C 2.74292 4.27327 0.17760
C 1.33886 4.33882 -1.89416
H 0.56404 -4.28854 1.44095
H -0.67959 -5.23800 0.61523
H -1.14527 -3.83866 1.57128
H 0.25489 -2.42250 -0.06892
H 0.39420 -5.12007 -1.47938
H 1.72046 -4.10817 -0.94114
H 0.72983 -3.60368 -2.31938
H -1.61211 -4.85754 -2.12030
H -3.82992 -4.43770 -3.09074
H -5.07985 -2.42482 -2.45703
H -5.52408 -0.92252 -0.91146
H -3.50246 0.92592 -2.22591
H -5.23186 1.25885 -2.03523
H -4.68304 -0.07938 -3.05540
H -3.49268 0.86141 0.48525
H -4.54254 -0.35335 1.24158
H -5.23659 1.04162 0.41876
H -1.85483 -1.34114 4.46311
H 0.09898 -0.38558 5.73336
H 1.92093 0.78010 4.45508
H 3.65342 3.40650 -2.74510
H 5.09120 1.56699 -3.48967
H 4.94444 -0.63144 -2.41554
H 2.33156 -1.61471 0.00286
H 4.70252 -2.56532 -1.66460
H 3.04782 -2.53869 -2.28714
H 3.47448 -3.54939 -0.89655
H 5.35904 -1.48130 0.33149
H 4.21476 -2.36894 1.34900
H 4.26088 -0.60102 1.38472
H 0.98733 3.09806 -0.17237
H 3.57016 4.70303 -0.38939
H 3.15462 3.65720 0.97356
H 2.17561 5.08996 0.62840
H 2.15986 4.92100 -2.31298
H 0.59518 5.04463 -1.52036
H 0.89215 3.75574 -2.70014
Cl -2.60517 4.24467 -1.15014
C -1.78980 3.18047 -2.21391
C -1.72916 3.45475 -3.59285
C -1.08760 2.61272 -4.46142
Cl -1.03091 2.99470 -6.13457
C -0.46234 1.42494 -3.99332
C 0.21857 0.47170 -4.77570
C 0.77689 -0.62317 -4.16199
C 0.64442 -0.79754 -2.78139
N 0.00220 0.06591 -2.01561
C -0.53151 1.17723 -2.61529
C -1.19598 2.04684 -1.72411
O -1.19208 1.59393 -0.46414
H -2.19976 4.35536 -3.96196
H 0.28140 0.60546 -5.84693
H 1.32121 -1.35977 -4.73456
H 1.06880 -1.66366 -2.28820
```

Computed properties:
2S+1 = 2
highest occupied orbital energy (alpha / beta) = -11.36 / -11.36 eV
total charge = +1
⟨S²⟩ = 0.759
lowest unoccupied orbital energy (alpha / beta) = -4.670 / -4.266 eV
frontier orbital gap (alpha / beta) = 0.246 / 0.261 Eh

***

Density functional theory data (ωB97M-V with the def2-TZVPD basis set) for 6 unconnected molecules or ions with the total composition C10H33O6.

The geometry in XYZ format:
```
49
Properties=species:S:1:pos:R:3
O 8.85300 18.24000 21.81400
H 8.65700 18.97600 22.34800
H 8.11600 17.51100 21.74800
H 9.14200 18.42100 20.82800
C 5.68100 19.46200 22.58400
C 6.66500 20.46000 23.38100
O 7.84600 19.66800 23.68800
H 5.32200 18.53600 23.07200
H 5.95800 19.18800 21.46900
H 4.68200 19.82300 22.45100
H 6.25300 20.87000 24.13500
H 6.78400 21.28400 22.64300
H 8.29600 20.37300 24.21300
C 11.69200 20.07600 21.56400
C 10.88500 21.24200 20.97800
O 9.59100 20.77500 20.64600
H 11.69900 19.98000 22.53600
H 12.77800 20.38400 21.62600
H 11.71500 19.16700 20.94200
H 11.47800 21.69400 20.25800
H 10.84700 21.79000 21.84400
H 9.12600 21.55300 20.06900
C 5.88700 15.88300 20.70300
C 7.13100 15.01300 20.44200
O 8.30700 15.50000 21.09900
H 4.83900 15.43900 20.32000
H 5.96900 16.77600 20.22100
H 5.87300 15.94600 21.88900
H 7.57800 15.01100 19.30400
H 6.86500 14.09800 20.95500
H 8.94500 14.82400 21.05100
C 10.81200 17.28800 24.30400
C 9.60700 16.49800 24.85100
O 8.42000 16.47300 23.99100
H 11.62200 17.11500 24.93900
H 10.73300 18.36300 23.98900
H 11.22900 16.94600 23.47900
H 9.03500 17.00300 25.81600
H 10.04400 15.60600 25.05000
H 7.91400 15.64100 24.04300
C 10.20400 17.67300 18.69900
C 8.81200 18.02500 18.26400
O 7.92900 18.49600 19.22000
H 10.58500 18.41900 19.26600
H 10.80800 17.50400 17.91300
H 10.37600 16.74500 19.49600
H 8.45800 17.31400 17.51100
H 9.09700 18.87100 17.73600
H 7.19200 18.90300 18.77700
```

Computed properties:
2S+1 = 1
highest occupied orbital energy = -12.56 eV
total charge = +1
lowest unoccupied orbital energy = -2.302 eV
frontier orbital gap = 0.377 Eh

***

Taking the records one at a time from the top gives electronic energy values of -104979.4480, -23176.8945 eV.
Taking the records one at a time from the top gives strongest force on any atom values of 2.6, 9.7 eV Å⁻¹.
Taking the records one at a time from the top gives ΔE to the lowest compared entry with this formula, charge and spin values of 0.276, 6.321 eV.